(1)
C2H7N2NiO4S2 as an isolated structure. Source: OMol25; level of theory: wB97M-V/def2-TZVPD.

ORCA input file:
```
! RIJCOSX wB97M-V def2-TZVPD def2/J DEFGRID3
* xyz 1 3
C 2.9669 -0.0277 0.0029
S 1.4354 0.6717 -0.5230
O 1.6352 2.1597 -0.6854
O 1.1299 0.2934 -1.8904
N 0.3705 0.4845 0.5565
S -0.6776 -0.7171 0.5606
O -1.2024 -0.8024 1.9396
O -0.1207 -1.9562 0.0816
C -2.0421 -0.1799 -0.4770
N -2.4128 1.1524 -0.1079
H 2.8042 -0.5743 0.9262
H 3.6622 0.7941 0.1667
H 3.3247 -0.6743 -0.7967
H -2.8296 -0.9032 -0.2578
H -1.6958 -0.3189 -1.5044
H -2.1167 1.8291 -0.7996
H -3.4156 1.2421 -0.0064
Ni -0.8157 -2.4731 2.8145
*
```

* E_HOMO (spin up / spin down): -13.626 / -13.452 eV

(2)
A 2-piece molecular cluster, C2H7N2O overall. Source: OMol25; level of theory: wB97M-V/def2-TZVPD.

ORCA input file:
```
! RIJCOSX wB97M-V def2-TZVPD def2/J DEFGRID3
* xyz 0 2
C 1.9915 -0.1595 -0.1193
O 1.3195 0.4216 0.9921
H 2.4918 0.5733 -0.7434
H 1.2912 -0.7252 -0.7378
H 2.7167 -0.8673 0.2714
N -2.1179 -0.7000 0.4386
C -1.4959 0.4540 0.1598
N -1.2027 0.8582 -0.9951
H -2.0467 -1.0918 1.3595
H -2.2498 -1.3121 -0.3586
H 0.4290 0.6656 0.6932
H -1.1266 1.8832 -0.9604
*
```

* relative energy (zero: lowest compared OMol25 entry of this formula, charge and spin): 1.153 eV
* E_HOMO (spin up / spin down): -8.769 / -10.016 eV

(3)
A 2-piece molecular cluster, C2H7N2O overall. Source: OMol25; level of theory: wB97M-V/def2-TZVPD.

ORCA input file:
```
! RIJCOSX wB97M-V def2-TZVPD def2/J DEFGRID3
* xyz 1 1
C 1.9511 0.4686 0.4329
C -1.4933 -0.3847 0.0211
N -0.2563 -0.2452 0.4499
N -2.2091 0.4528 -0.6993
O 2.3260 0.0837 -0.6906
H 1.8773 -0.1020 1.3777
H 1.8861 1.5921 0.5629
H -1.8783 -1.2981 0.3188
H 0.0588 -1.0218 1.1701
H 2.5975 -0.9072 -0.7997
H -3.0008 0.0267 -1.0872
H -1.8589 1.3352 -1.0566
*
```

* relative energy (zero: lowest compared OMol25 entry of this formula, charge and spin): 2.894 eV
* E_HOMO: -14.005 eV

(4)
An isolated ion of composition C2H7N2O and charge +1. Source: OMol25; level of theory: wB97M-V/def2-TZVPD.

ORCA input file:
```
! RIJCOSX wB97M-V def2-TZVPD def2/J DEFGRID3
* xyz 1 1
N -1.6400 -0.7492 -0.9339
C -0.4231 -0.6873 -0.4798
O 0.4600 -1.5377 -0.2196
C -0.1313 0.4360 0.5771
N 1.4123 0.7644 0.2621
H -2.3077 -0.0467 -0.6904
H -1.9495 -1.6465 -1.2202
H -0.0876 -0.0775 1.5546
H -0.6491 1.3618 0.5035
H 1.6635 -0.1976 -0.1213
H 1.9499 0.7817 1.1595
H 1.7024 1.5985 -0.3917
*
```

* SMILES: NC(=O)C[NH3+]
* relative energy (zero: lowest compared OMol25 entry of this formula, charge and spin): 1.311 eV
* E_HOMO: -15.081 eV

(5)
C2H7N2O as an isolated structure. Source: OMol25; level of theory: wB97M-V/def2-TZVPD.

ORCA input file:
```
! RIJCOSX wB97M-V def2-TZVPD def2/J DEFGRID3
* xyz 1 1
C -0.4257 1.0485 -0.9983
C 0.8588 -0.1385 -0.1075
N 0.0864 -0.3663 -1.1410
N 0.4624 1.1293 0.0654
O -0.2825 -1.3569 1.3460
H -0.1614 1.6575 -1.8997
H -1.5543 1.1835 -0.7521
H 1.4762 -0.7041 0.4334
H -0.1513 -1.2777 -1.3801
H 0.6326 1.9097 0.7482
H -1.2030 -1.3550 1.6735
H 0.2619 -1.7299 2.0122
*
```

* relative energy (zero: lowest compared OMol25 entry of this formula, charge and spin): 2.536 eV
* E_HOMO: -15.403 eV

(6)
An isolated ion of composition C2H7N2O and charge +1. Source: OMol25; level of theory: wB97M-V/def2-TZVPD.

ORCA input file:
```
! RIJCOSX wB97M-V def2-TZVPD def2/J DEFGRID3
* xyz 1 1
N 2.3516 -0.0485 0.0665
C 1.1313 0.1995 -0.4072
O 0.4062 1.3079 0.0182
C -0.3155 0.2190 0.4327
N -1.8332 0.1799 -0.1612
H 2.7482 0.3935 0.9035
H 2.6150 -1.0948 0.0282
H 0.9395 -0.1703 -1.4249
H -0.3156 -0.1847 1.3875
H -1.7449 0.5003 -1.1786
H -2.3457 0.8558 0.4759
H -1.8820 -0.7541 0.0141
*
```

* SMILES: N[C@@H]1O[C@H]1[NH3+]
* relative energy (zero: lowest compared OMol25 entry of this formula, charge and spin): 3.588 eV
* E_HOMO: -13.465 eV

(7)
A 2-piece molecular cluster, C2H7N2O2 overall. Source: OMol25; level of theory: wB97M-V/def2-TZVPD.

ORCA input file:
```
! RIJCOSX wB97M-V def2-TZVPD def2/J DEFGRID3
* xyz 1 1
C -0.0163 1.8062 0.3994
C 0.5297 0.3978 0.7885
N 0.8630 -1.5082 -0.6196
N 0.3034 -0.5969 -0.1098
O 0.3541 -2.3702 -1.4548
O -1.7350 -0.6106 -0.8647
H -0.2478 1.9818 -0.7524
H -0.9302 1.9117 0.8541
H 0.5189 2.6989 0.7596
H 0.0264 -0.0720 1.6958
H 1.5315 0.4342 1.0845
H 0.9579 -3.1273 -1.7399
H -2.1555 -0.9454 -0.0408
*
```

* relative energy (zero: lowest compared OMol25 entry of this formula, charge and spin): 9.068 eV
* E_HOMO (spin up / spin down): -16.015 / -16.014 eV

(8)
C2H7N2O3 as an isolated structure. Source: OMol25; level of theory: wB97M-V/def2-TZVPD.

ORCA input file:
```
! RIJCOSX wB97M-V def2-TZVPD def2/J DEFGRID3
* xyz 0 2
N -1.0016 -0.2419 1.0336
C -2.1684 0.4735 1.1626
O -2.4179 1.2326 0.0606
O -2.9092 0.4694 2.1078
H -0.7776 -0.7244 1.9037
H -0.3190 0.0250 -0.0438
H -2.0366 0.8186 -0.7277
N 2.4893 -0.0862 -0.4366
C 1.2922 -0.6405 -1.0748
O 0.1945 0.2105 -1.0210
H 2.3172 0.0807 0.5475
H 2.6844 0.8120 -0.8675
H 1.5618 -0.8487 -2.1097
H 1.0909 -1.5806 -0.5350
*
```

* E_HOMO (spin up / spin down): -9.671 / -9.469 eV

(9)
A 2-piece molecular cluster, C2H7N2P overall. Source: OMol25; level of theory: wB97M-V/def2-TZVPD.

ORCA input file:
```
! RIJCOSX wB97M-V def2-TZVPD def2/J DEFGRID3
* xyz 0 1
H 2.8669 -0.2368 1.8061
N 3.0988 -0.6005 0.8651
P 2.2888 -0.3469 -0.4362
N 1.3203 0.8975 -0.1255
H 0.8919 1.3542 -0.9322
H 1.1337 1.2768 0.7395
C -2.2369 -0.6759 -0.8563
C -1.6588 -0.0352 0.1349
H -3.2730 -0.9862 -0.7766
H -1.4543 -1.0290 -1.6284
H -2.3326 0.0381 0.9783
H -0.6448 0.3439 0.2313
*
```

* SMILES: [H]/N=P\N.C=C
* relative energy (zero: lowest compared OMol25 entry of this formula, charge and spin): 1.302 eV
* E_HOMO: -9.541 eV

(10)
A 2-piece molecular cluster, C2H7N2S3 overall. Source: OMol25; level of theory: wB97M-V/def2-TZVPD.

ORCA input file:
```
! RIJCOSX wB97M-V def2-TZVPD def2/J DEFGRID3
* xyz 1 3
C -0.0603 -1.3851 1.5809
C 0.3065 1.2489 -1.7154
N -1.2062 1.4348 0.6161
N 1.1549 0.4394 -1.2744
S 1.0996 -0.3651 1.9289
S -1.0428 1.9325 -0.9639
S -0.3485 -2.2012 0.0601
H -0.5548 -1.7639 2.4503
H 0.5032 1.5897 -2.7280
H -1.6387 0.5756 0.8927
H 2.0006 0.3444 -1.8495
H 1.0900 -0.1523 -0.4302
H -0.3799 1.6809 1.1828
H -0.9238 -3.3785 0.2498
*
```

* relative energy (zero: lowest compared OMol25 entry of this formula, charge and spin): 0.000 eV
* E_HOMO (spin up / spin down): -10.825 / -13.381 eV

(11)
One molecule with the formula C2H7N3. Source: OMol25; level of theory: wB97M-V/def2-TZVPD.

ORCA input file:
```
! RIJCOSX wB97M-V def2-TZVPD def2/J DEFGRID3
* xyz 0 1
H -1.3488 -1.2755 0.6345
N -2.0828 -0.6865 0.2496
C -1.4711 0.3436 -0.2219
N -0.2337 0.9987 -0.0639
N 0.8032 0.4715 0.7974
C 1.4702 -0.5097 -0.2710
H -2.1251 0.9602 -0.7445
H -0.2344 2.0635 -0.1924
H 0.2357 0.0828 1.4813
H 0.8284 -1.1382 -0.9077
H 2.0156 -1.2413 0.2659
H 2.1430 -0.0690 -1.0272
*
```

* SMILES: [H]/N=C\NNC
* relative energy (zero: lowest compared OMol25 entry of this formula, charge and spin): 2.819 eV
* E_HOMO: -9.204 eV

(12)
One molecule with the formula C2H7N3. Source: OMol25; level of theory: wB97M-V/def2-TZVPD.

ORCA input file:
```
! RIJCOSX wB97M-V def2-TZVPD def2/J DEFGRID3
* xyz 0 1
H 2.0540 -1.3471 -0.1899
N 1.6580 -0.4721 0.1362
C 0.4263 -0.5154 -0.2626
N -0.1613 -1.7767 -0.4960
N -0.4565 0.5205 -0.4086
C -0.3136 1.6928 0.4035
H -1.1505 -1.7708 -0.2861
H 0.2036 -2.5580 0.0267
H -1.2930 0.2807 -0.9070
H 0.6674 1.7477 0.8508
H -0.9621 1.6248 1.3195
H -0.6722 2.5735 -0.1864
*
```

* SMILES: [H]/N=C(\N)NC
* relative energy (zero: lowest compared OMol25 entry of this formula, charge and spin): 0.618 eV
* E_HOMO: -8.621 eV

(13)
One molecule with the formula C2H7N3. Source: OMol25; level of theory: wB97M-V/def2-TZVPD.

ORCA input file:
```
! RIJCOSX wB97M-V def2-TZVPD def2/J DEFGRID3
* xyz 0 1
H 2.1246 -0.4567 0.8633
N 1.2885 -0.7030 0.3008
C 0.4086 0.2330 0.2488
N 0.4500 1.4651 0.9092
C -0.8136 -0.0212 -0.5415
N -0.8168 -1.3590 -1.1421
H 1.1596 1.7424 1.5517
H -0.3865 2.0108 0.9804
H -0.8039 0.6870 -1.4019
H -1.7212 0.1387 0.1045
H -1.0287 -2.1146 -0.3610
H 0.1396 -1.6225 -1.5122
*
```

* SMILES: [H]/N=C(\N)CN
* relative energy (zero: lowest compared OMol25 entry of this formula, charge and spin): 0.491 eV
* E_HOMO: -9.134 eV

(14)
One molecule with the formula C2H7N3. Source: OMol25; level of theory: wB97M-V/def2-TZVPD.

ORCA input file:
```
! RIJCOSX wB97M-V def2-TZVPD def2/J DEFGRID3
* xyz 0 1
H 1.7680 0.6100 0.2144
N 1.9966 -0.3669 0.0645
C 0.7723 -0.8133 -0.1764
N -0.3243 -0.1038 -0.3758
C -0.2109 1.2776 -0.0946
N -1.4096 -0.7008 0.1023
H 0.8121 -1.9349 -0.3688
H -0.2678 1.3203 1.0666
H 0.8611 1.6762 -0.3178
H -1.0366 1.7641 -0.4972
H -1.3536 -1.2070 0.9740
H -1.6072 -1.5212 -0.5911
*
```

* SMILES: [H]/N=C\N(C)N
* relative energy (zero: lowest compared OMol25 entry of this formula, charge and spin): 2.922 eV
* E_HOMO: -9.179 eV

(15)
One molecule with the formula C2H7N3O. Source: OMol25; level of theory: wB97M-V/def2-TZVPD.

ORCA input file:
```
! RIJCOSX wB97M-V def2-TZVPD def2/J DEFGRID3
* xyz 0 1
C -1.7619 0.4003 1.2291
N -0.5871 0.1115 0.3338
N -1.0328 -0.5985 -0.8123
C 0.6854 0.1501 0.7432
N 1.7811 0.1723 -0.0293
O 1.6481 -0.1390 -1.3711
H -2.5968 0.8237 0.6749
H -1.4832 1.1692 1.9505
H -2.3240 -0.4923 1.7218
H -1.1948 -1.5292 -0.5442
H -1.7439 -0.0600 -1.3588
H 0.8192 0.6113 1.6950
H 0.6695 -0.5100 -1.4504
*
```

* SMILES: CN(N)/C=N\O
* relative energy (zero: lowest compared OMol25 entry of this formula, charge and spin): 4.815 eV
* E_HOMO: -7.870 eV

(16)
A 2-piece molecular cluster, C2H7N3O overall. Source: OMol25; level of theory: wB97M-V/def2-TZVPD.

ORCA input file:
```
! RIJCOSX wB97M-V def2-TZVPD def2/J DEFGRID3
* xyz 0 1
H 1.1672 1.2800 -2.2313
N 0.2081 1.0085 -1.9339
N 0.0447 1.3085 -0.7550
C -1.2181 1.2367 -0.0283
N -1.6609 -0.0005 0.2997
O -1.8499 2.2550 0.1343
H -1.0851 -0.8027 0.1013
H -2.5413 -0.0688 0.7823
C 1.4004 -1.2431 0.7376
H 1.0613 -1.5014 -0.2598
H 2.4695 -1.4083 0.7790
H 0.8929 -1.8809 1.4510
H 1.1112 -0.1830 0.9229
*
```

* SMILES: [H]/N=N/C(N)=O.C
* relative energy (zero: lowest compared OMol25 entry of this formula, charge and spin): 2.364 eV
* E_HOMO: -9.269 eV

(17)
A 2-piece molecular cluster, C2H7N3O overall. Source: OMol25; level of theory: wB97M-V/def2-TZVPD.

ORCA input file:
```
! RIJCOSX wB97M-V def2-TZVPD def2/J DEFGRID3
* xyz 0 1
C -2.2626 0.1232 0.3463
C -0.9839 0.5333 -0.4216
N -0.0639 -0.4630 -0.4768
N 2.7296 -0.9549 0.1260
N 1.8595 -0.0007 0.2846
O 2.1623 1.1443 -0.0021
H -3.1066 0.7288 0.0300
H -2.4771 -0.9227 0.1354
H -2.1166 0.2343 1.4166
H -0.5554 1.4655 -0.0165
H -1.2619 0.7709 -1.4690
H 2.4351 -1.8897 0.3410
H 3.6414 -0.7696 -0.2941
*
```

* relative energy (zero: lowest compared OMol25 entry of this formula, charge and spin): 7.362 eV
* E_HOMO (spin up / spin down): -8.126 / -8.462 eV

(18)
One molecule with the formula C2H7N3O2. Source: OMol25; level of theory: wB97M-V/def2-TZVPD.

ORCA input file:
```
! RIJCOSX wB97M-V def2-TZVPD def2/J DEFGRID3
* xyz 0 1
C 0.4724 -0.0932 -1.0626
C 0.0407 0.7431 1.2049
N -0.3311 -0.1831 0.1162
N -2.5980 -0.2047 0.6705
N -1.6929 0.1737 -0.2077
O -3.7809 0.1005 0.4817
O -2.0132 0.6216 -1.3372
H 0.1045 -0.5898 -1.9280
H 0.8312 0.8518 -1.5893
H 1.4409 -0.6933 -0.9032
H 0.0856 1.6874 0.8066
H -0.8658 0.6038 1.8306
H 0.9529 0.2288 1.5871
H -2.1883 -0.4699 1.5600
*
```

* relative energy (zero: lowest compared OMol25 entry of this formula, charge and spin): 7.943 eV
* E_HOMO (spin up / spin down): -8.276 / -8.518 eV

(19)
A 2-piece molecular cluster, C2H7N3O2 overall. Source: OMol25; level of theory: wB97M-V/def2-TZVPD.

ORCA input file:
```
! RIJCOSX wB97M-V def2-TZVPD def2/J DEFGRID3
* xyz 0 1
C -1.6674 -0.7758 1.2147
C -1.2767 0.0713 -0.9363
N 0.4372 0.1792 0.5519
N -0.7783 -0.1331 0.2444
N 2.8083 0.8098 -1.0311
O 2.8903 1.7594 -1.7724
O 3.6771 0.0010 -0.7937
H -1.4765 -1.8490 1.2187
H -1.4910 -0.3758 2.2122
H -2.7050 -0.6039 0.9357
H -2.2801 -0.2178 -1.1729
H -0.6570 0.5058 -1.6969
H 0.6427 -0.0352 1.5227
H 1.8766 0.6641 -0.4970
*
```

* relative energy (zero: lowest compared OMol25 entry of this formula, charge and spin): 6.368 eV
* E_HOMO: -8.647 eV

(20)
A 2-piece molecular cluster, C2H7N3O2 overall. Source: OMol25; level of theory: wB97M-V/def2-TZVPD.

ORCA input file:
```
! RIJCOSX wB97M-V def2-TZVPD def2/J DEFGRID3
* xyz 0 1
C 0.7043 -1.0510 0.8929
C -0.0859 0.8447 0.3088
N -1.2624 0.9788 0.9995
O 0.8396 1.6406 0.2345
H -2.0178 0.4076 0.6116
H -1.4611 1.9196 1.2964
H -0.1262 -1.6965 1.1628
H 1.4857 -1.5327 0.3174
H 1.1365 -0.5278 1.7396
N 0.7396 -0.2055 -1.7057
N -0.2055 -0.2437 -0.6972
O -1.3053 -0.8058 -0.9234
H 1.2789 0.6563 -1.6488
H 0.2795 -0.3844 -2.5884
*
```

* relative energy (zero: lowest compared OMol25 entry of this formula, charge and spin): 5.507 eV
* E_HOMO: -8.529 eV

In the order shown, the computed strongest force on any atom values come out to 0.487 1.376 3.743 5.864 4.517 6.210 7.357 2.570 3.455 4.093 6.061 2.171 3.100 7.167 5.254 2.575 1.994 4.209 1.282 2.716 eV Å⁻¹.